Model w:
{
  "formula": "C4H9N4O",
  "method": "ωB97M-V/def2-TZVPD",
  "lumo_ha": -0.136,
  "spin_multiplicity": 1,
  "smiles": "CO[C@H]1NC=NC(=[NH2+])N1",
  "charge": 1,
  "elements": ["C", "O", "C", "N", "C", "N", "C", "N", "N", "H", "H", "H", "H", "H", "H", "H", "H", "H"],
  "coordinates": [[2.36, -0.12, 1.54], [1.52, -0.42, 0.41], [0.25, 0.06, 0.61], [0.13, 1.37, 0.02], [-0.70, 1.65, -1.00], [-1.47, 0.79, -1.54], [-1.45, -0.48, -1.05], [-2.20, -1.38, -1.60], [-0.59, -0.92, -0.13], [2.45, 0.99, 1.51], [3.27, -0.50, 1.10], [2.00, -0.62, 2.47], [0.03, 0.03, 1.75], [0.66, 2.04, 0.55], [-0.71, 2.70, -1.42], [-2.07, -2.27, -1.19], [-2.84, -1.09, -2.28], [-0.64, -1.82, 0.25]]
}

---

Model x:
{
  "formula": "C4H9N4O",
  "method": "ωB97M-V/def2-TZVPD",
  "lumo_ha": -0.184,
  "spin_multiplicity": 1,
  "charge": 1,
  "elements": ["C", "C", "C", "C", "N", "N", "N", "N", "O", "H", "H", "H", "H", "H", "H", "H", "H", "H"],
  "coordinates": [[-2.58, -1.52, 0.12], [-2.28, 1.02, -0.05], [-3.02, -0.20, 0.62], [-0.43, -0.80, -0.31], [-1.38, -1.74, -0.16], [-0.89, 0.75, -0.19], [0.74, -1.08, -0.62], [2.53, 0.82, 0.09], [-2.79, 1.92, -0.63], [-3.30, -2.29, 0.12], [-4.03, -0.02, 0.47], [-2.73, -0.13, 1.73], [-0.38, 1.34, -0.84], [1.02, -1.95, -1.00], [1.48, -0.28, -0.59], [2.78, 1.66, -0.47], [3.32, 0.25, 0.16], [2.24, 1.13, 1.03]]
}

---

Stability check: which of them is most stable? model w.

---

Model w:
{
  "formula": "C2H10N2O",
  "method": "ωB97M-V/def2-TZVPD",
  "lumo_ha": 0.031,
  "spin_multiplicity": 1,
  "smiles": "CNCN.O",
  "elements": ["C", "N", "C", "N", "H", "H", "H", "H", "H", "H", "H", "H", "O", "H", "H"],
  "coordinates": [[0.24, 1.77, 0.61], [0.53, 0.37, 0.69], [1.78, -0.24, 0.27], [1.91, -0.50, -1.15], [-0.84, 1.86, 0.72], [0.72, 2.41, 1.37], [0.56, 2.22, -0.33], [0.09, -0.17, 1.42], [1.86, -1.17, 0.83], [2.64, 0.40, 0.54], [1.19, -1.14, -1.47], [1.70, 0.37, -1.61], [-3.65, -1.28, -0.31], [-4.43, -1.83, -0.37], [-3.98, -0.52, -0.79]]
}

---

Model x:
{
  "formula": "C2H10N2O",
  "method": "ωB97M-V/def2-TZVPD",
  "lumo_ha": 0.035,
  "spin_multiplicity": 1,
  "smiles": "NCN.CO",
  "elements": ["N", "C", "N", "H", "H", "H", "H", "H", "H", "C", "O", "H", "H", "H", "H"],
  "coordinates": [[1.43, -0.99, -2.56], [1.36, 0.25, -3.36], [1.11, 0.06, -4.81], [1.03, -1.05, -1.73], [1.35, -1.84, -3.07], [0.68, 0.97, -2.79], [2.24, 0.88, -3.23], [0.67, 0.90, -5.26], [0.92, -0.89, -5.00], [-1.74, 0.85, 5.60], [-1.99, -0.25, 4.68], [-2.07, 0.31, 6.49], [-0.73, 1.44, 5.68], [-2.53, 1.62, 5.32], [-1.11, -0.39, 4.32]]
}

---

Stability check: which of them is most stable? model w.

---

Model w:
{
  "formula": "C3H6Cl2OSi",
  "method": "ωB97M-V/def2-TZVPD",
  "lumo_ha": [-0.045, -0.127],
  "spin_multiplicity": 1,
  "elements": ["C", "C", "C", "O", "Si", "Cl", "Cl", "H", "H", "H", "H", "H", "H"],
  "coordinates": [[1.16, 2.05, -1.44], [1.65, 1.64, -0.29], [-1.63, -2.27, 1.01], [0.45, -0.87, 0.45], [1.87, -0.22, 0.24], [3.03, -0.23, 1.86], [2.98, -0.91, -1.35], [1.03, 3.09, -1.51], [0.69, 1.38, -2.14], [1.87, 2.04, 0.70], [-1.47, -2.49, -0.04], [-1.46, -2.96, 1.86], [-1.86, -1.31, 1.29]]
}

---

Model x:
{
  "formula": "C3H6Cl2OSi",
  "method": "ωB97M-V/def2-TZVPD",
  "lumo_ha": 0.016,
  "spin_multiplicity": 1,
  "smiles": "C=C[Si@@](C)(Cl)OCl",
  "elements": ["C", "C", "Si", "C", "Cl", "O", "Cl", "H", "H", "H", "H", "H", "H"],
  "coordinates": [[1.47, -1.52, 1.05], [1.14, -0.30, 0.70], [0.09, 0.23, -0.73], [-1.22, 1.63, -0.21], [1.23, 0.59, -2.34], [-0.85, -1.14, -1.36], [-2.36, -1.47, -0.80], [2.07, -1.60, 1.95], [1.26, -2.40, 0.58], [1.46, 0.42, 1.50], [-1.09, 1.91, 0.75], [-1.10, 2.62, -0.72], [-2.11, 1.04, -0.37]]
}

---

Stability check: which of them is most stable? model x.

---

Model w:
{
  "formula": "C10H14BIN6Ti",
  "method": "ωB97M-V/def2-TZVPD",
  "lumo_ha": [0.018, 0.017],
  "spin_multiplicity": 3,
  "elements": ["H", "N", "B", "N", "C", "Ti", "H", "C", "H", "C", "H", "C", "H", "H", "H", "N", "N", "N", "N", "C", "C", "H", "H", "C", "C", "C", "C", "H", "H", "H", "H", "H", "I"],
  "coordinates": [[-0.08, 3.09, 2.50], [0.12, 1.82, 0.80], [0.76, 0.82, -1.47], [0.61, 2.02, -0.48], [0.78, 3.33, -0.67], [-0.22, -0.11, 1.14], [1.05, 3.70, -1.66], [0.50, 4.02, 0.51], [0.55, 5.07, 0.70], [0.13, 3.03, 1.44], [1.29, 1.23, -2.48], [-2.13, -2.83, 3.22], [-2.47, -3.10, 4.22], [-1.15, -3.25, 3.06], [-2.82, -3.21, 2.46], [-0.64, 0.22, -1.70], [1.66, -0.33, -0.90], [-1.38, -0.28, -0.64], [1.40, -0.89, 0.35], [-1.33, 0.15, -2.84], [2.68, -0.98, -1.46], [-0.87, 0.51, -3.75], [2.98, -0.76, -2.48], [-2.58, -0.42, -2.56], [3.20, -1.91, -0.54], [-2.57, -0.67, -1.17], [2.40, -1.79, 0.61], [-3.36, -0.62, -3.27], [4.03, -2.57, -0.68], [-3.31, -1.10, -0.52], [2.50, -2.26, 1.57], [-2.10, -1.74, 3.14], [0.40, -0.19, 3.58]]
}

---

Model x:
{
  "formula": "C10H14BIN6Ti",
  "method": "ωB97M-V/def2-TZVPD",
  "lumo_ha": [0.016, -0.107],
  "spin_multiplicity": 3,
  "elements": ["H", "N", "B", "N", "C", "Ti", "H", "C", "H", "C", "H", "C", "H", "H", "H", "N", "N", "N", "N", "C", "C", "H", "H", "C", "C", "C", "C", "H", "H", "H", "H", "H", "I"],
  "coordinates": [[-0.50, 2.96, 2.44], [-0.04, 1.65, 0.84], [0.61, 0.63, -1.38], [0.52, 1.82, -0.38], [0.91, 3.11, -0.53], [-0.83, -0.42, 1.51], [1.40, 3.40, -1.44], [0.54, 3.79, 0.63], [0.69, 4.81, 0.83], [-0.08, 2.84, 1.46], [1.02, 0.93, -2.45], [-1.19, -2.48, 1.71], [-1.44, -2.52, 2.76], [-0.33, -3.09, 1.49], [-2.01, -2.90, 1.12], [-0.83, 0.06, -1.46], [1.53, -0.41, -0.67], [-1.53, -0.30, -0.30], [1.17, -0.99, 0.53], [-1.64, -0.12, -2.51], [2.70, -0.92, -1.10], [-1.32, 0.19, -3.48], [3.14, -0.55, -2.02], [-2.84, -0.65, -2.06], [3.12, -1.86, -0.18], [-2.75, -0.78, -0.68], [2.14, -1.89, 0.82], [-3.68, -0.90, -2.67], [4.02, -2.43, -0.24], [-3.43, -1.28, 0.02], [2.09, -2.56, 1.67], [-1.56, 0.94, 1.97], [0.40, -0.04, 3.76]]
}

---

Stability check: which of them is most stable? model w.

---

Model w:
{
  "formula": "C9H21NOSi",
  "method": "ωB97M-V/def2-TZVPD",
  "lumo_ha": [0.025, 0.019],
  "spin_multiplicity": 1,
  "elements": ["C", "C", "C", "C", "C", "C", "C", "C", "C", "N", "O", "Si", "H", "H", "H", "H", "H", "H", "H", "H", "H", "H", "H", "H", "H", "H", "H", "H", "H", "H", "H", "H", "H"],
  "coordinates": [[-1.89, 0.51, 1.41], [-2.78, 1.32, 0.40], [-1.43, -0.84, 0.93], [-2.02, 2.16, -0.67], [-0.48, -0.89, -0.26], [0.28, -2.17, -0.10], [-1.18, -0.84, -1.60], [3.38, 0.66, -1.26], [1.87, 0.19, 2.42], [2.11, 0.07, -1.27], [1.50, 0.94, 1.31], [0.83, 0.48, -0.12], [-1.10, 1.08, 1.73], [-2.32, 0.29, 2.37], [-3.50, 0.52, -0.08], [-3.29, 2.17, 1.06], [-0.90, -1.14, 1.91], [-2.18, -1.60, 0.71], [-2.21, 2.06, -1.67], [-1.70, 3.05, -0.30], [-0.44, -2.90, -0.43], [0.55, -2.44, 0.96], [1.09, -2.25, -0.82], [-0.51, -0.31, -2.43], [-1.98, -0.14, -1.60], [-1.62, -1.76, -1.72], [3.70, 1.04, -2.29], [3.51, 1.33, -0.42], [4.18, -0.21, -1.20], [2.97, -0.06, 2.44], [1.28, -0.68, 2.51], [1.75, 0.81, 3.39], [1.92, -0.46, -2.09]]
}

---

Model x:
{
  "formula": "C9H21NOSi",
  "method": "ωB97M-V/def2-TZVPD",
  "lumo_ha": [0.003, -0.050],
  "spin_multiplicity": 1,
  "elements": ["C", "C", "C", "C", "C", "C", "C", "C", "C", "N", "O", "Si", "H", "H", "H", "H", "H", "H", "H", "H", "H", "H", "H", "H", "H", "H", "H", "H", "H", "H", "H", "H", "H"],
  "coordinates": [[-0.05, -0.45, 0.52], [1.36, -0.51, 2.53], [-0.44, -2.18, -1.16], [-1.04, -2.65, 1.24], [1.06, 2.38, 0.30], [-2.00, 1.89, 0.64], [0.11, 1.53, -3.07], [1.31, -0.76, 1.01], [-0.96, -1.56, 0.16], [-0.74, 1.56, -1.94], [-2.29, -1.13, -0.03], [-0.44, 1.33, -0.28], [2.39, -0.57, 2.88], [0.96, 0.47, 2.77], [0.78, -1.26, 3.06], [-0.41, -1.41, -1.93], [-1.13, -2.96, -1.47], [0.55, -2.60, -1.04], [-1.81, -3.36, 0.95], [-0.09, -3.17, 1.35], [-1.32, -2.20, 2.19], [1.99, 2.06, -0.17], [0.89, 3.41, -0.02], [1.19, 2.39, 1.37], [-2.18, 1.31, 1.53], [-1.91, 2.93, 0.93], [-2.88, 1.81, 0.00], [0.16, 0.52, -3.50], [-0.34, 2.18, -3.83], [1.13, 1.87, -2.87], [2.03, -0.09, 0.55], [1.61, -1.80, 0.82], [-2.30, -0.42, -0.69]]
}

---

Stability check: which of them is most stable? model x.

---

Model w:
{
  "formula": "C3H6ClN2",
  "method": "ωB97M-V/def2-TZVPD",
  "lumo_ha": -0.139,
  "spin_multiplicity": 1,
  "charge": 1,
  "elements": ["C", "C", "C", "N", "N", "Cl", "H", "H", "H", "H", "H", "H"],
  "coordinates": [[-0.08, -0.64, -0.21], [1.62, 0.29, 0.80], [1.07, 1.25, 0.00], [0.97, -0.85, 0.58], [0.05, 0.63, -0.69], [-3.83, -0.08, 0.28], [-0.88, -1.45, -0.45], [-3.59, -1.41, 0.57], [2.52, 0.23, 1.31], [1.43, 2.17, -0.26], [1.00, -1.67, 1.22], [-0.73, 1.11, -1.12]]
}

---

Model x:
{
  "formula": "C3H6ClN2",
  "method": "ωB97M-V/def2-TZVPD",
  "lumo_ha": -0.181,
  "spin_multiplicity": 1,
  "smiles": "C/C=N/C(=[NH2+])Cl",
  "charge": 1,
  "elements": ["C", "C", "N", "C", "N", "Cl", "H", "H", "H", "H", "H", "H"],
  "coordinates": [[-0.89, -1.53, 0.33], [0.28, -0.68, 0.29], [0.35, 0.56, 0.29], [1.10, 1.63, 0.57], [1.31, 2.58, -0.37], [1.69, 1.80, 2.18], [-1.77, -1.07, 0.65], [-0.58, -2.20, 1.00], [-0.97, -1.80, -0.77], [1.24, -1.17, 0.41], [0.66, 2.51, -1.06], [1.66, 3.47, -0.04]]
}

---

Stability check: which of them is most stable? model w.